Formula: C37H24AuCl5GeN2
Source: the OMol25 dataset
Level of theory: ωB97M-V/def2-TZVPD

Each line ends with the natural charge from an NBO analysis.
CARTESIAN COORDINATES (ANGSTROEM)
Au  0.380  0.303  -0.007  0.68
Cl  2.940  2.248  0.048  0.02
C  1.452  3.114  -0.138  0.02
C  0.281  2.394  -0.331  -0.42
C  -0.878  3.137  -0.493  -0.08
Cl  -2.354  2.320  -0.844  0.05
C  -0.895  4.542  -0.394  -0.09
Cl  -2.378  5.408  -0.509  0.04
C  0.293  5.225  -0.174  -0.09
Cl  0.290  6.940  -0.005  0.03
C  1.488  4.520  -0.092  -0.14
Cl  2.982  5.361  0.055  0.04
C  -5.766  1.299  1.272  -0.22
C  -5.718  0.601  0.078  -0.21
C  -4.582  -0.109  -0.263  -0.23
C  -3.480  -0.135  0.579  -0.43
C  -3.538  0.579  1.770  -0.16
C  -4.673  1.286  2.121  -0.23
Ge  -1.792  -1.060  0.032  1.05
C  -2.142  -1.830  -1.773  -0.44
C  -1.408  -1.480  -2.896  -0.21
C  -1.630  -2.101  -4.114  -0.22
C  -2.599  -3.085  -4.220  -0.22
C  -3.344  -3.441  -3.108  -0.24
C  -3.111  -2.818  -1.896  -0.15
C  -1.856  -2.733  1.133  -0.32
C  -1.311  -3.912  0.640  -0.24
C  -1.356  -5.084  1.368  -0.21
C  -1.962  -5.101  2.612  -0.23
C  -2.518  -3.937  3.115  -0.21
C  -2.452  -2.763  2.387  -0.25
H  -6.645  1.872  1.529  0.20
H  -6.558  0.630  -0.602  0.20
H  -4.540  -0.639  -1.206  0.22
H  -2.667  0.603  2.415  0.20
H  -4.695  1.846  3.046  0.21
H  -0.651  -0.708  -2.811  0.22
H  -1.044  -1.821  -4.980  0.21
H  -2.771  -3.577  -5.168  0.20
H  -4.102  -4.211  -3.184  0.21
H  -3.687  -3.105  -1.025  0.21
H  -0.853  -3.910  -0.338  0.22
H  -0.916  -5.984  0.963  0.21
H  -2.005  -6.016  3.187  0.20
H  -3.003  -3.944  4.082  0.20
H  -2.895  -1.859  2.784  0.21
N  1.973  -7.761  -0.828  -0.39
C  1.947  -6.629  -0.556  0.31
C  1.933  -5.293  -0.206  -0.30
C  2.318  -4.888  1.109  -0.14
C  2.268  -3.580  1.472  -0.25
C  1.796  -2.577  0.572  0.22
C  1.424  -2.979  -0.740  -0.29
C  1.513  -4.281  -1.129  -0.12
H  2.631  -5.650  1.811  0.21
H  2.519  -3.287  2.484  0.22
H  1.099  -2.209  -1.429  0.22
H  1.246  -4.581  -2.135  0.22
N  1.627  -1.294  0.967  -0.68
C  2.427  -0.719  1.891  0.17
C  1.910  0.338  2.679  -0.27
C  2.726  1.047  3.521  -0.19
C  4.079  0.728  3.630  -0.28
C  4.603  -0.317  2.870  -0.21
C  3.799  -1.040  2.025  -0.24
H  0.853  0.554  2.607  0.21
H  2.318  1.858  4.107  0.20
H  4.720  1.297  4.286  0.20
H  5.655  -0.556  2.939  0.20
H  4.220  -1.802  1.383  0.21

Properties
Energy above the lowest of the compared OMol25 structures with the same formula, charge and spin = 114.4 kJ/mol
Spin multiplicity = 2
Orbital gap (alpha / beta) = 0.25101 / 0.20741 Eh
Charge = -1
Expectation value of S² = 0.755
LUMO (alpha / beta) = 0.085 / 0.042 Eh

Formula: C37H25ClF7NO15PS
Source: the OMol25 dataset
Level of theory: ωB97M-V/def2-TZVPD

Each line ends with the Mulliken charge.
CARTESIAN COORDINATES (ANGSTROEM)
N  4.491  -0.468  0.851  -0.58
P  3.301  0.135  -0.214  0.28
O  3.574  -0.627  -1.644  -0.50
C  1.811  -0.678  0.441  0.75
C  1.304  -1.911  0.226  0.12
C  1.921  -2.998  -0.668  0.07
O  2.658  -3.760  -0.026  -0.72
O  1.561  -2.948  -1.859  -0.72
C  0.058  -2.281  0.966  0.21
O  -0.206  -3.397  1.347  -0.63
C  -0.888  -1.138  1.253  0.42
S  -2.613  -1.480  1.397  1.45
O  -2.914  -1.859  2.748  -0.74
O  -3.406  -0.461  0.759  -0.69
C  -2.914  -2.997  0.327  0.55
F  -2.812  -4.068  1.114  -0.29
F  -2.038  -3.096  -0.679  -0.23
C  -4.360  -3.028  -0.243  0.51
F  -4.555  -4.281  -0.688  -0.26
F  -5.217  -2.805  0.754  -0.29
C  -4.666  -2.056  -1.449  0.82
F  -5.015  -2.745  -2.521  -0.26
F  -3.619  -1.308  -1.766  -0.20
F  -5.671  -1.253  -1.135  -0.29
C  -0.396  0.094  1.458  0.80
C  -1.172  1.327  1.824  -1.15
C  -0.546  2.678  1.389  -0.07
C  -1.643  3.583  0.837  -0.60
Cl  -0.965  4.942  -0.106  -0.25
C  1.112  0.199  1.396  -0.55
O  1.664  0.979  2.150  -0.41
H  4.739  -1.439  0.667  0.29
H  5.324  0.110  0.783  0.24
H  4.524  -0.687  -1.794  0.29
H  -2.178  1.269  1.416  0.58
H  -1.259  1.310  2.918  0.33
H  0.188  2.547  0.591  0.51
H  -0.022  3.165  2.208  -0.33
H  -2.264  4.013  1.623  0.40
H  -2.285  3.037  0.144  0.30
C  2.732  2.383  6.207  -0.47
C  2.324  2.510  4.947  -0.26
C  2.131  3.850  4.337  0.43
O  1.758  3.954  3.189  -0.50
C  2.414  5.043  5.175  -0.39
C  2.822  4.913  6.434  -0.46
C  3.013  3.573  7.050  0.28
O  3.387  3.462  8.198  -0.57
H  2.883  1.420  6.677  0.47
H  2.118  1.664  4.301  0.59
H  2.267  6.006  4.702  0.46
H  3.034  5.763  7.070  0.41
C  -4.953  1.907  -6.544  -0.41
C  -3.654  2.179  -6.459  -0.42
C  -2.803  1.561  -5.408  0.13
O  -1.622  1.818  -5.335  -0.53
C  -3.458  0.626  -4.457  -0.13
C  -4.758  0.355  -4.545  -0.12
C  -5.607  0.972  -5.593  0.23
O  -6.793  0.727  -5.676  -0.55
H  -5.594  2.344  -7.299  0.40
H  -3.153  2.855  -7.140  0.41
H  -2.820  0.186  -3.701  0.58
H  -5.260  -0.322  -3.865  0.36
C  -2.142  -8.134  -3.241  -0.40
C  -1.625  -8.983  -2.359  -0.41
C  -1.178  -8.524  -1.016  0.19
O  -0.713  -9.309  -0.217  -0.56
C  -1.331  -7.083  -0.699  -0.22
C  -1.849  -6.235  -1.584  -0.26
C  -2.298  -6.691  -2.921  0.17
O  -2.782  -5.924  -3.727  -0.56
H  -2.476  -8.443  -4.224  0.41
H  -1.502  -10.038  -2.565  0.40
H  -0.995  -6.766  0.280  0.51
H  -1.969  -5.184  -1.373  0.68
C  5.103  3.662  1.336  -0.02
C  4.486  4.840  1.392  -0.12
C  4.826  5.934  0.451  0.21
O  4.276  7.014  0.506  -0.56
C  5.875  5.662  -0.567  -0.41
C  6.489  4.485  -0.628  -0.47
C  6.152  3.393  0.320  0.24
O  6.714  2.321  0.259  -0.54
H  4.865  2.848  2.009  0.44
H  3.710  5.054  2.116  0.39
H  6.101  6.475  -1.246  0.40
H  7.253  4.261  -1.361  0.41

Properties
Orbital gap = 0.20536 Eh
Charge = -1
LUMO = -0.003 Eh

Formula: C37H25IrN4OPS2
Source: the OMol25 dataset
Level of theory: ωB97M-V/def2-TZVPD

Each line ends with the Mulliken charge.
CARTESIAN COORDINATES (ANGSTROEM)
Ir  0.764  -0.673  0.448  0.78
C  2.476  5.105  -4.418  -0.42
C  2.352  5.285  -3.047  -0.76
C  1.902  4.250  -2.241  0.01
C  1.562  3.019  -2.799  0.06
C  1.670  2.855  -4.179  -0.13
C  2.127  3.888  -4.984  -0.60
P  1.046  1.555  -1.791  0.17
C  0.433  2.431  -0.291  0.03
C  1.124  2.584  0.909  0.37
C  0.515  3.211  1.987  -0.77
C  -0.780  3.692  1.881  -0.43
C  -1.469  3.565  0.682  -0.65
C  -0.866  2.932  -0.392  -0.82
C  2.675  0.901  -1.259  1.17
C  3.854  1.169  -1.945  -0.72
C  5.043  0.582  -1.534  -0.56
C  5.054  -0.255  -0.429  -0.88
C  3.869  -0.550  0.230  -0.24
C  2.649  -0.021  -0.195  -0.70
H  2.843  5.908  -5.043  0.37
H  2.621  6.237  -2.606  0.39
H  1.815  4.399  -1.173  0.39
H  1.396  1.903  -4.619  0.37
H  2.216  3.742  -6.054  0.39
H  2.139  2.224  1.003  0.48
H  1.049  3.319  2.923  0.38
H  -1.251  4.171  2.730  0.46
H  -2.477  3.948  0.592  0.38
H  -1.397  2.824  -1.332  0.42
H  3.851  1.834  -2.799  0.36
H  5.958  0.788  -2.075  0.38
H  5.982  -0.702  -0.095  0.38
H  3.890  -1.225  1.077  0.52
S  -1.455  -3.963  1.778  -0.44
C  -0.104  -4.627  0.953  0.29
C  -0.219  -5.886  0.336  -1.05
C  0.800  -6.422  -0.431  0.89
C  0.632  -7.704  -1.033  -0.12
N  0.475  -8.745  -1.497  -0.57
C  1.993  -5.692  -0.619  0.24
C  2.145  -4.470  0.022  -0.55
C  1.148  -3.939  0.836  0.11
S  1.536  -2.528  1.790  -0.28
C  3.039  -6.206  -1.438  -0.15
N  3.896  -6.618  -2.088  -0.59
H  -1.137  -6.441  0.469  0.45
H  3.064  -3.915  -0.111  0.60
N  -7.627  0.334  5.689  -0.54
C  -6.629  0.292  5.116  0.03
C  -5.398  0.238  4.398  0.60
C  -4.524  1.327  4.413  -0.72
C  -3.334  1.268  3.718  -0.46
C  -2.991  0.122  2.988  0.17
C  -3.880  -0.962  2.968  -0.16
C  -5.069  -0.906  3.664  -0.79
C  -1.774  0.040  2.259  0.17
C  -0.738  -0.037  1.630  -0.32
H  -4.799  2.218  4.961  0.44
H  -2.651  2.106  3.718  0.50
H  -3.601  -1.851  2.420  0.35
H  -5.759  -1.740  3.642  0.45
C  -2.443  -0.146  -1.573  -0.61
C  -1.900  -1.450  -1.053  0.51
N  -2.791  -2.323  -0.573  -0.16
O  -0.687  -1.710  -1.062  -0.63
H  -3.457  -0.251  -1.957  0.48
H  -1.778  0.239  -2.343  0.09
H  -2.438  0.562  -0.739  0.09
H  -3.747  -2.044  -0.447  0.23
H  -2.432  -3.065  0.035  -0.12

Properties
Energy above the lowest of the compared OMol25 structures with the same formula, charge and spin = 496.4 kJ/mol
Orbital gap (alpha / beta) = 0.21054 / 0.21146 Eh
Charge = -1
LUMO (alpha / beta) = 0.041 / 0.042 Eh

no.,calculated total energy (eV)
1,-164560.8020
2,-122642.5965
3,-80579.9340